Entry 1:
The following is a quantum chemistry calculation of a cluster of 9 separate species, C13H42BF4O13 in total in a non-equilibrium geometry, from the OMol25 dataset.

Summary:
gap between HOMO and LUMO: 0.3552 hartree
relative energy (zero: lowest compared OMol25 entry of this formula, charge and spin): 0.0 kJ/mol
DFT total energy: -1923.21914 hartree
lowest unoccupied orbital energy: 2.617 eV

```
! RIJCOSX wB97M-V def2-TZVPD def2/J DEFGRID3
* xyz -1 1
B -25.72 -4.38 -38.17
F -25.13 -4.78 -39.39
F -26.72 -5.31 -37.85
F -24.69 -4.40 -37.20
F -26.21 -3.09 -38.29
O -28.35 -5.42 -39.90
H -28.48 -4.57 -40.32
H -27.72 -5.24 -39.16
O -30.17 -5.84 -37.77
H -29.58 -5.82 -38.54
H -31.01 -6.16 -38.11
C -23.66 -7.21 -34.97
C -23.30 -7.36 -36.45
O -24.40 -7.03 -37.27
O -24.61 -8.17 -34.53
H -24.04 -6.21 -34.75
H -22.76 -7.38 -34.36
H -23.00 -8.38 -36.69
H -22.44 -6.74 -36.73
H -24.62 -6.08 -37.35
H -25.49 -7.87 -34.86
C -27.18 -9.54 -36.48
C -27.86 -8.64 -35.46
O -27.10 -7.42 -35.32
O -27.00 -8.99 -37.76
H -27.66 -10.52 -36.60
H -26.20 -9.90 -36.14
H -28.10 -9.08 -34.50
H -28.81 -8.33 -35.92
H -27.21 -6.88 -36.12
H -26.19 -8.45 -37.74
C -23.20 -8.67 -40.45
C -22.09 -9.55 -39.87
O -20.79 -9.00 -40.00
O -22.98 -7.33 -40.09
H -24.18 -8.99 -40.10
H -23.22 -8.74 -41.54
H -22.08 -10.59 -40.22
H -22.24 -9.58 -38.79
H -20.53 -8.93 -40.92
H -23.71 -6.98 -39.57
C -22.37 -1.05 -40.12
C -22.81 -2.51 -39.91
O -24.01 -2.71 -40.60
O -21.11 -0.83 -39.49
H -23.10 -0.36 -39.69
H -22.36 -0.88 -41.20
H -22.92 -2.75 -38.85
H -21.98 -3.09 -40.34
H -24.39 -3.56 -40.32
H -21.30 -0.56 -38.59
C -25.14 -1.17 -35.81
C -25.81 0.08 -36.37
O -26.24 -0.11 -37.71
O -26.13 -2.20 -35.73
H -24.75 -0.98 -34.81
H -24.30 -1.57 -36.38
H -25.16 0.95 -36.42
H -26.69 0.29 -35.75
H -26.59 -1.00 -37.81
H -26.06 -2.76 -36.52
C -20.67 -2.23 -36.45
C -20.73 -3.26 -35.32
C -22.09 -3.92 -35.27
O -19.70 -4.25 -35.45
H -21.57 -1.61 -36.37
H -20.76 -2.70 -37.43
H -19.80 -1.59 -36.33
H -20.51 -2.77 -34.37
H -22.82 -3.12 -35.07
H -22.17 -4.67 -34.49
H -22.32 -4.34 -36.25
H -18.94 -3.93 -35.94
*
```

=====

Entry 2:
The following is a quantum chemistry calculation of a cluster of 10 separate species, C13H44F6N14O9P in total in a non-equilibrium geometry, from the OMol25 dataset.

Summary:
gap between HOMO and LUMO: 0.3387 hartree
relative energy (zero: lowest compared OMol25 entry of this formula, charge and spin): 0.0 kJ/mol
DFT total energy: -2906.67453 hartree
lowest unoccupied orbital energy: 2.181 eV

```
! RIJCOSX wB97M-V def2-TZVPD def2/J DEFGRID3
* xyz -1 1
P -0.37 0.46 -0.01
F -0.34 -1.14 0.20
F 0.55 0.65 1.31
F 0.95 0.44 -0.94
F -0.45 2.07 -0.22
F -1.28 0.24 -1.33
F -1.69 0.62 0.93
C -3.72 -0.01 4.23
O -4.20 -0.43 5.28
N -2.38 0.12 4.04
N -4.51 0.71 3.36
H -2.03 0.37 3.13
H -1.78 -0.05 4.82
H -4.05 1.12 2.57
H -5.45 0.95 3.59
C 1.87 3.20 -3.07
O 2.24 3.88 -4.03
N 1.56 1.87 -3.22
N 1.60 3.76 -1.86
H 1.43 1.22 -2.46
H 1.76 1.60 -4.17
H 1.51 3.19 -1.03
H 1.66 4.76 -1.85
C 3.43 -2.68 -0.60
O 4.62 -2.97 -0.41
N 2.62 -2.24 0.40
N 2.87 -2.72 -1.84
H 1.82 -1.69 0.14
H 3.01 -2.31 1.33
H 2.11 -2.14 -2.16
H 3.47 -3.04 -2.58
C -3.01 -3.17 2.28
O -3.75 -3.11 3.26
N -3.09 -2.31 1.21
N -1.97 -4.05 2.19
H -2.14 -2.09 0.95
H -3.82 -1.62 1.32
H -1.41 -4.19 1.37
H -1.88 -4.64 3.00
C 3.17 -1.28 3.79
O 2.89 -1.75 4.89
N 2.39 -0.33 3.19
N 4.21 -1.73 3.01
H 2.75 0.07 2.34
H 1.62 0.05 3.69
H 4.76 -2.41 3.51
H 4.52 -1.17 2.22
C -2.77 4.53 0.75
O -3.40 5.59 0.89
N -2.31 3.84 1.81
N -2.41 4.03 -0.46
H -2.72 4.03 2.71
H -1.72 3.04 1.69
H -2.61 4.53 -1.31
H -1.68 3.33 -0.53
C -5.33 2.01 -0.28
O -5.11 2.32 0.88
N -4.29 1.76 -1.14
N -6.56 1.85 -0.83
H -3.38 1.80 -0.73
H -4.39 1.18 -1.95
H -6.52 1.65 -1.81
H -7.43 2.03 -0.36
C 4.69 2.02 -0.31
C 4.52 0.50 -0.20
C 5.26 -0.16 -1.35
O 5.11 0.15 1.09
H 5.75 2.26 -0.28
H 4.21 2.54 0.53
H 4.13 2.37 -1.18
H 3.50 0.13 -0.10
H 5.50 -1.19 -1.08
H 6.20 0.34 -1.56
H 4.68 -0.17 -2.28
H 5.99 0.54 1.11
C 0.09 -3.77 -3.76
C -0.59 -2.39 -3.59
C -1.89 -2.49 -2.84
O 0.39 -1.62 -2.88
H 0.85 -3.57 -4.52
H -0.61 -4.41 -4.32
H 0.37 -4.27 -2.84
H -0.73 -1.94 -4.58
H -2.43 -1.53 -2.84
H -1.80 -2.72 -1.78
H -2.57 -3.21 -3.30
H -0.06 -1.00 -2.28
*
```

=====

Entry 3:
The following is a quantum chemistry calculation of a cluster of 9 separate species, C13H44O13 in total in a non-equilibrium geometry, from the OMol25 dataset.

Summary:
gap between HOMO and LUMO: 0.3564 hartree
SMILES: OCCO.OCCO.OCCO.OCCO.CO.CO.CO.CO.CO
relative energy (zero: lowest compared OMol25 entry of this formula, charge and spin): 132.5 kJ/mol
DFT total energy: -1499.60897 hartree
lowest unoccupied orbital energy: 0.029 eV

```
! RIJCOSX wB97M-V def2-TZVPD def2/J DEFGRID3
* xyz 0 1
C 3.17 2.82 -0.62
C 3.60 4.24 -0.94
O 4.52 4.29 -2.06
O 2.13 2.34 -1.45
H 2.85 2.72 0.42
H 4.07 2.19 -0.70
H 4.23 4.60 -0.12
H 2.72 4.86 -1.13
H 4.12 4.92 -2.66
H 2.12 2.78 -2.30
C 4.02 -1.70 1.40
C 3.10 -0.70 0.71
O 1.83 -1.31 0.46
O 4.68 -2.51 0.44
H 3.47 -2.34 2.10
H 4.71 -1.14 2.05
H 3.37 -0.28 -0.27
H 3.00 0.17 1.38
H 1.19 -0.64 0.21
H 5.62 -2.48 0.63
C -2.14 0.47 -4.12
C -1.28 0.90 -2.92
O -1.29 2.32 -2.85
O -3.49 0.90 -3.90
H -2.15 -0.61 -4.25
H -1.76 1.05 -4.98
H -0.29 0.46 -3.12
H -1.71 0.38 -2.07
H -0.45 2.62 -3.18
H -3.42 1.79 -3.55
C -0.48 -5.50 -1.32
C 0.36 -4.54 -0.49
O -0.44 -3.54 0.16
O 0.38 -6.49 -1.90
H -0.90 -4.90 -2.14
H -1.24 -6.00 -0.73
H 1.13 -3.97 -1.03
H 0.98 -5.11 0.22
H 0.18 -3.02 0.68
H 0.82 -6.05 -2.64
C -1.02 0.94 0.60
O -1.22 -0.44 0.81
H -1.81 1.28 -0.07
H -0.99 1.48 1.56
H -0.05 1.23 0.18
H -2.07 -0.62 1.21
C -2.38 -1.84 3.97
O -2.17 -0.43 3.81
H -1.77 -2.38 3.25
H -2.11 -2.11 4.99
H -3.43 -2.06 3.78
H -1.54 -0.15 4.47
C 2.09 2.95 3.54
O 2.61 1.70 4.05
H 1.50 3.48 4.29
H 2.85 3.55 3.07
H 1.36 2.61 2.79
H 1.86 1.12 4.17
C -3.82 -3.48 0.48
O -3.09 -2.73 -0.47
H -3.05 -4.05 1.03
H -4.34 -2.86 1.22
H -4.52 -4.20 0.08
H -2.19 -2.57 -0.18
C -3.38 4.31 -1.20
O -4.41 4.60 -0.26
H -3.59 3.57 -1.97
H -3.13 5.23 -1.74
H -2.49 4.00 -0.64
H -5.03 3.86 -0.26
*
```

=====

Entry 4:
The following is a quantum chemistry calculation of a cluster of 10 separate species, C13H45NO10 in total in a non-equilibrium geometry, from the OMol25 dataset.

Summary:
gap between HOMO and LUMO: 0.2986 hartree
SMILES: CC1(C)CCCC(C)(C)N1O.CO.CO.CO.CO.O.O.O.O.O
relative energy (zero: lowest compared OMol25 entry of this formula, charge and spin): 306.0 kJ/mol
DFT total energy: -1329.27185 hartree
lowest unoccupied orbital energy: -0.122 eV

```
! RIJCOSX wB97M-V def2-TZVPD def2/J DEFGRID3
* xyz 0 1
C -3.97 -4.66 0.49
O -3.23 -4.27 1.63
H -4.87 -4.07 0.32
H -3.42 -4.76 -0.44
H -4.34 -5.66 0.72
H -2.55 -4.92 1.83
C 1.77 4.32 1.11
O 1.17 3.56 2.05
H 1.08 4.49 0.28
H 2.10 5.29 1.49
H 2.69 3.92 0.69
H 0.35 4.01 2.28
C -2.13 -1.59 7.18
O -2.99 -1.07 6.16
H -1.33 -0.93 7.53
H -2.66 -2.01 8.04
H -1.64 -2.41 6.66
H -2.51 -0.79 5.38
C -1.83 3.24 7.33
O -3.09 3.78 7.43
H -1.71 2.72 6.38
H -1.09 4.04 7.40
H -1.62 2.55 8.15
H -3.76 3.10 7.31
O -1.17 0.22 2.74
H -0.66 -0.57 2.53
H -0.51 0.92 2.79
O -2.12 4.81 3.13
H -2.94 4.35 2.94
H -2.40 5.65 3.49
O 4.16 0.66 2.83
H 3.80 -0.23 2.88
H 3.41 1.23 2.96
O -4.30 -0.56 0.68
H -3.96 0.24 1.09
H -3.89 -1.27 1.18
O 1.15 -3.44 3.13
H 0.82 -4.26 3.50
H 1.47 -2.95 3.88
C 1.25 -1.64 -6.97
C 1.83 -0.93 -5.78
C 1.74 0.58 -6.06
C 1.78 1.63 -4.87
C 0.83 1.18 -3.78
C 1.00 -0.31 -3.38
N 1.09 -1.17 -4.55
O 1.16 -2.51 -4.15
C 2.21 -0.47 -2.44
C -0.29 -0.65 -2.67
C 3.37 -1.31 -5.66
H 0.16 -1.63 -6.90
H 1.37 -2.71 -6.81
H 1.43 -1.32 -7.99
H 2.61 0.86 -6.67
H 0.97 0.73 -6.82
H 1.55 2.64 -5.20
H 2.82 1.59 -4.55
H -0.21 1.31 -4.08
H 0.93 1.85 -2.93
H 3.17 -0.17 -2.84
H 2.21 0.23 -1.61
H 2.36 -1.53 -2.21
H -0.44 -1.68 -2.32
H -0.42 -0.06 -1.77
H -1.16 -0.51 -3.31
H 3.49 -2.38 -5.53
H 3.88 -0.79 -4.85
H 3.97 -1.02 -6.52
H 2.09 -2.49 -3.92
*
```

=====

Which value of relative energy (zero: lowest compared OMol25 entry of this formula, charge and spin) does entry 4 give? 306.0 kJ/mol

=====

DFT total energy of number 2 (C13H44F6N14O9P)? -2906.67453 hartree